[1]
Formula: C42H39F3N2NiO3P2S2Si
Source: the Open Molecules 2025 dataset
Level of theory: wB97M-V/def2-TZVPD

Output
- HOMO-LUMO gap (alpha / beta) (eV) = 7.79 / 7.79
- charge = 0
- LUMO (alpha / beta) (eV) = 0.35 / 0.35
- energy relative to the best compared isomer or geometry (same formula, charge and spin) (eV) = 0.392
- HOMO energy (alpha / beta) (eV) = -7.4 / -7.4

Each line ends with the Löwdin charge.
CARTESIAN COORDINATES (ANGSTROEM)
C  -3.351  -4.067  -1.675  -0.083
H  1.668  1.887  4.756  0.102
C  -4.330  0.965  1.558  -0.074
H  2.845  -1.464  2.642  0.029
C  1.765  -0.026  -5.248  -0.105
C  -1.100  -4.094  -0.826  -0.076
H  -0.751  4.222  -3.975  0.101
F  2.298  2.078  -2.752  0.133
Si  0.981  0.138  2.351  0.606
C  2.688  -0.410  2.886  -0.154
C  -2.961  1.017  1.349  -0.103
C  -2.568  -2.270  -0.289  -0.145
H  4.100  -4.287  -0.555  0.107
H  -4.139  -4.527  -2.258  0.101
C  1.040  2.463  4.084  -0.086
C  -5.162  1.871  0.913  -0.086
H  -1.194  4.548  1.723  0.114
C  -1.321  -2.882  -0.183  -0.376
C  0.718  1.035  -5.589  -0.125
H  -2.197  -3.612  2.330  0.112
H  -1.460  2.547  -2.298  0.076
H  -2.745  -1.314  0.189  0.085
C  0.727  5.104  -2.696  -0.086
H  1.024  -2.328  -2.843  0.049
C  0.653  1.919  2.855  -0.257
C  1.242  -3.335  1.000  -0.346
H  2.141  5.745  -1.216  0.108
P  -0.574  1.941  0.398  1.078
H  0.436  -4.271  2.761  0.100
H  -4.745  0.216  2.221  0.107
S  3.171  0.544  -0.809  0.493
N  1.106  -0.759  -4.174  -0.139
H  1.049  5.829  -3.433  0.102
C  0.144  -0.022  -3.606  -0.762
H  -2.315  0.312  1.862  0.086
C  -2.112  -4.680  -1.577  -0.077
C  -0.108  3.245  -0.788  -0.332
H  1.166  1.989  -5.858  0.118
C  0.922  4.138  -0.501  -0.085
C  3.268  -5.238  1.182  -0.083
F  4.215  1.151  -3.137  0.117
H  -0.137  -4.583  -0.749  0.102
H  0.066  0.701  -6.402  0.119
O  2.338  -0.470  -1.438  -0.356
H  2.323  -2.584  -0.697  0.076
C  -0.813  -1.967  2.472  -0.375
C  -0.566  3.963  2.386  -0.081
H  1.996  -0.684  -6.085  0.126
H  -0.438  0.052  5.165  0.101
C  -1.788  -1.603  5.032  -0.076
P  -0.043  -2.051  0.822  1.025
F  4.071  2.827  -1.768  0.144
H  -2.180  -1.454  6.030  0.102
H  2.226  -5.951  2.918  0.103
H  -5.257  3.549  -0.418  0.103
H  2.653  -1.919  -3.385  0.089
C  1.229  -4.279  2.023  -0.072
H  -4.541  -2.370  -1.106  0.107
C  -2.289  -2.632  4.239  -0.076
H  2.692  0.419  -4.879  0.110
H  -0.509  5.470  3.908  0.103
C  -0.691  3.272  -2.054  -0.139
N  -0.012  1.116  -4.330  0.020
H  3.462  0.174  2.384  0.030
O  4.478  0.141  -0.384  -0.261
C  -1.800  -2.821  2.955  -0.085
C  3.455  1.725  -2.188  -0.652
H  0.942  4.144  5.410  0.103
O  2.401  1.332  0.151  -0.348
C  -4.614  2.832  0.077  -0.079
S  -0.773  -0.434  -2.256  0.754
H  -3.067  -3.280  4.621  0.103
C  -0.284  4.203  -2.998  -0.094
C  -0.137  2.693  2.005  -0.357
C  -0.182  4.481  3.610  -0.073
H  4.058  -5.973  1.258  0.102
H  -1.930  -5.620  -2.081  0.103
C  -0.304  -0.925  3.250  -0.268
C  0.632  3.732  4.457  -0.077
C  1.335  5.061  -1.450  -0.075
Ni  0.557  -0.073  0.200  -0.152
C  -0.801  -0.759  4.543  -0.072
H  2.803  -0.296  3.968  0.033
C  -2.402  1.973  0.500  -0.318
C  -3.579  -2.860  -1.026  -0.075
H  1.419  4.102  0.459  0.111
H  -6.232  1.831  1.067  0.102
C  1.617  -2.020  -3.696  -0.051
C  -3.241  2.888  -0.126  -0.081
C  3.289  -4.296  0.163  -0.066
C  2.284  -3.344  0.073  -0.085
H  1.537  -2.765  -4.491  0.096
H  -2.830  3.656  -0.767  0.095
H  -0.898  1.586  -4.256  0.115
C  2.239  -5.226  2.114  -0.078

[2]
Formula: C42H39F7N3O2P
Source: the Open Molecules 2025 dataset
Level of theory: wB97M-V/def2-TZVPD

Output
- HOMO-LUMO gap (eV) = 9.35
- charge = 0
- LUMO (eV) = 0.20
- SMILES = N#C[C@H](CCF)[C@@H](C#N)P(=N)(O)O.Fc1ccccc1.Fc1ccccc1.Fc1ccccc1.Fc1ccccc1.Fc1ccccc1.Fc1ccccc1
- HOMO energy (eV) = -9.2

Each line ends with the Löwdin charge.
CARTESIAN COORDINATES (ANGSTROEM)
C  0.548  -1.434  -1.648  -0.261
H  -0.392  -3.416  0.889  0.109
C  -2.580  0.183  2.261  -0.072
C  4.590  -5.578  2.006  -0.020
C  -3.236  2.472  -4.025  -0.137
O  -0.105  0.693  -7.255  -0.126
H  -5.032  2.176  -5.223  0.118
N  1.046  2.534  -5.589  -0.127
F  -4.501  -0.829  -0.623  0.042
H  2.632  -4.028  -2.080  0.106
H  -3.546  1.556  -3.517  0.105
H  -1.132  2.088  -0.141  0.074
P  0.339  1.186  -5.798  0.494
C  -3.538  -0.467  1.492  -0.017
H  5.085  -5.219  1.114  0.117
C  -2.204  0.237  -5.383  -0.243
F  3.620  -0.064  6.076  0.047
H  -1.488  3.191  -5.076  0.139
C  1.850  -3.417  -1.649  -0.078
C  3.275  -6.435  4.303  -0.082
H  4.765  -1.385  1.949  0.106
H  2.097  1.990  0.770  0.118
C  4.277  -7.217  3.745  -0.097
C  -1.718  2.454  -4.298  -0.285
C  4.983  -1.384  3.009  -0.085
H  -3.464  3.305  -3.351  0.133
H  2.149  -4.594  4.143  0.119
C  4.436  -0.725  5.224  -0.277
C  4.140  -0.706  3.876  -0.002
H  1.320  3.039  -6.423  0.003
H  -7.436  3.558  -3.396  0.116
C  -4.064  2.676  -5.284  -0.204
H  2.034  2.301  5.027  0.118
O  1.148  -0.113  -5.341  -0.132
F  -4.289  4.031  -5.464  -0.050
C  -7.003  2.619  0.328  -0.075
C  -6.765  2.052  -1.993  -0.084
H  3.346  4.414  4.898  0.105
C  4.931  -6.786  2.599  -0.085
C  -7.552  3.846  -0.020  -0.015
C  1.156  -3.860  -0.531  -0.096
H  -0.942  -1.213  -0.132  0.094
F  1.296  0.920  2.971  0.031
C  0.153  -3.074  0.019  -0.065
C  2.341  2.716  4.077  -0.018
H  -7.864  4.564  0.727  0.117
H  1.401  -4.816  -0.088  0.101
N  -0.369  3.215  -2.188  0.193
H  -2.511  -0.033  3.319  0.107
C  2.382  2.536  1.659  -0.012
F  0.246  -0.229  -2.204  0.024
C  1.549  -2.189  -2.222  -0.015
H  3.402  4.107  0.627  0.107
H  -0.698  1.309  -7.704  0.093
C  -2.738  0.717  -0.459  -0.028
C  -1.801  1.375  0.323  -0.075
H  2.764  -6.766  5.198  0.105
C  3.458  4.393  2.754  -0.093
H  4.549  -8.158  4.202  0.100
C  -1.177  1.050  -4.734  -0.267
H  5.717  -1.380  6.803  0.116
C  -3.587  -0.187  0.141  -0.304
C  3.074  3.891  3.991  -0.078
H  -6.181  0.766  -0.382  0.084
C  2.015  2.067  2.904  -0.306
C  -0.955  2.880  -3.115  -0.194
H  2.070  -1.824  -3.096  0.106
H  3.264  -0.183  3.523  0.095
C  6.356  -2.076  4.857  -0.084
C  -7.308  3.276  -2.360  -0.017
F  -8.223  5.337  -1.705  0.054
H  7.214  -2.612  5.239  0.103
H  -3.552  2.323  -6.183  0.106
F  3.253  -3.649  2.017  0.048
H  4.026  5.311  2.696  0.101
N  -3.027  -0.352  -5.919  0.197
C  -0.164  -1.844  -0.541  0.005
C  2.920  -5.225  3.724  -0.012
C  3.588  -4.825  2.584  -0.294
C  -7.692  4.146  -1.360  -0.287
C  -1.716  1.104  1.682  -0.081
C  5.528  -1.394  5.738  -0.019
C  -6.610  1.720  -0.654  -0.089
H  6.735  -2.609  2.814  0.101
H  1.954  0.157  -4.879  0.087
C  6.087  -2.073  3.494  -0.098
H  -2.815  0.899  -1.521  0.096
H  -4.230  -1.179  1.921  0.118
C  3.110  3.716  1.593  -0.077
H  -6.878  2.368  1.373  0.106
H  -0.972  1.602  2.287  0.090
H  -0.853  0.509  -3.837  0.105
H  5.715  -7.391  2.162  0.104
H  -6.458  1.353  -2.761  0.102